--- 1 ---
14
Properties=species:S:1:pos:R:3:lowdin_charge:R:1 method="wB97M-V/def2-TZVPD" lumo_energy_ev=0.45 homo_lumo_gap_ev=9.01 e_homo_ev=-8.566 mol_weight_g_mol=130.17
C -1.6578 -0.9799 -0.1786 -0.137
N -0.5681 -1.6182 -0.2931 0.068
O 0.4286 -1.1109 0.5668 -0.171
C 1.4663 -0.5392 -0.1281 -0.312
C 1.3144 0.9877 -0.1314 -0.465
S -0.2176 1.6353 -0.8780 0.834
N -1.3415 1.3941 0.4817 -0.246
C -1.8658 0.2560 0.6326 -0.242
H -2.5223 -1.3595 -0.7460 0.125
H 1.6018 -0.9492 -1.2357 0.158
H 2.4819 -0.7093 0.3527 0.131
H 2.1093 1.4345 -0.7471 0.074
H 1.3451 1.4549 0.8499 0.072
H -2.5742 0.1039 1.4543 0.113

***

--- 2 ---
14
Properties=species:S:1:pos:R:3:lowdin_charge:R:1 method="wB97M-V/def2-TZVPD" lumo_energy_ev=0.54 smiles="[H]/N=C1/NO[C@H]2C[C@@H]2S1" homo_lumo_gap_ev=9.45 e_homo_ev=-8.914 mol_weight_g_mol=130.17
H -3.0264 -0.4832 0.2431 0.090
N -2.4724 0.4274 0.4860 0.068
C -1.3391 0.1854 0.0627 -0.665
N -0.6391 1.3522 -0.2414 -0.021
O 0.7201 1.6373 -0.1487 -0.051
C 1.3019 0.4850 -0.4592 -0.419
C 2.4170 -0.1600 0.3223 -0.063
C 0.9905 -0.7481 0.5060 -0.508
S -0.4856 -1.5561 -0.2877 0.854
H -1.1582 2.3437 -0.0937 0.222
H 1.1197 0.0382 -1.4390 0.129
H 3.1399 -1.0095 -0.0918 0.135
H 2.7436 0.4324 1.3731 0.179
H 0.7491 -0.5548 1.4977 0.051

***

--- 3 ---
14
Properties=species:S:1:pos:R:3:lowdin_charge:R:1 method="wB97M-V/def2-TZVPD" lumo_energy_ev=0.70 smiles="O[C@@H]1[C@@H]2N=CN(S)[C@H]12" homo_lumo_gap_ev=9.44 e_homo_ev=-8.738 mol_weight_g_mol=130.17
O -0.6026 -1.5137 -1.1068 -0.015
C -0.9956 -1.0331 0.1593 -0.268
C -1.2520 0.4404 0.3750 -0.199
N -0.8176 1.3889 -0.6117 0.086
C 0.4401 1.3117 -0.6925 -0.230
N 1.0312 0.3595 0.1366 -0.476
S 2.5134 -0.3688 -0.1928 0.822
C -0.0051 -0.2325 0.9074 -0.241
H -1.0483 -1.0674 -1.8317 0.097
H -1.6994 -1.6934 0.6930 0.152
H -2.1730 0.7674 0.9075 0.147
H 1.1163 1.8169 -1.3634 0.117
H 3.2812 0.3332 0.6745 -0.137
H 0.2115 -0.5091 1.9454 0.146

***

--- 4 ---
14
Properties=species:S:1:pos:R:3:lowdin_charge:R:1 method="wB97M-V/def2-TZVPD" lumo_energy_ev=0.70 smiles="O=C1NN[C@H]2[C@@H](S)[C@@H]12" homo_lumo_gap_ev=9.60 e_homo_ev=-8.896 mol_weight_g_mol=130.17
O 2.0891 -1.3526 0.2856 0.085
C 1.3040 -0.4528 0.1530 -0.488
N 0.9357 0.1131 -1.0895 -0.028
N 0.4575 1.5244 -0.8459 0.034
C -0.1104 1.3856 0.4704 -0.306
C -1.0597 0.2966 0.8148 -0.586
S -1.8383 -0.8144 -0.2906 0.729
C 0.4547 0.1967 1.2359 -0.074
H 1.6121 -0.1345 -1.9693 0.219
H -0.3063 1.5594 -1.4831 0.086
H -0.1529 2.3699 0.8745 0.135
H -1.7034 0.6055 1.5929 0.082
H -0.8427 -0.8405 -1.4075 -0.030
H 0.8086 0.2723 2.2620 0.143

***

Stability check: which of them is least stable? 2.

***

--- 1 ---
14
Properties=species:S:1:pos:R:3:lowdin_charge:R:1 method="wB97M-V/def2-TZVPD" lumo_energy_ev=-0.90 homo_lumo_gap_ev=8.28 e_homo_ev=-9.178 mol_weight_g_mol=130.17
H -1.5385 1.3551 1.4206 0.017
N -1.6875 1.7683 0.5497 0.137
C -0.9238 1.1357 -0.2903 -0.404
N -0.8330 1.5498 -1.6826 0.113
C -0.0596 -0.0720 -0.0412 -0.043
C 0.8521 -0.3266 0.8560 -0.044
C 1.5072 -1.7123 0.8530 -0.816
O 0.5583 -2.5139 0.1548 -0.163
S 2.7674 -2.3707 1.6779 0.705
H -0.1392 1.1814 -2.2752 0.069
H -1.1770 2.4800 -1.6999 0.075
H -0.3722 -0.9245 -0.7197 0.106
H 1.2076 0.2338 1.6667 0.103
H -0.1618 -1.7840 -0.4698 0.144

***

--- 2 ---
14
Properties=species:S:1:pos:R:3:lowdin_charge:R:1 method="wB97M-V/def2-TZVPD" lumo_energy_ev=-0.85 smiles="C=NN[C@@H](C=O)C=S" homo_lumo_gap_ev=8.17 e_homo_ev=-9.024 mol_weight_g_mol=130.17
C -2.3039 -0.6003 0.8334 -0.022
N -1.2207 -0.9021 0.1240 -0.052
N -0.1292 -0.5581 0.7852 -0.123
C 0.9432 0.0790 0.0152 -0.415
C 1.0370 -0.8100 -1.2339 -0.078
O 1.9081 -0.4968 -2.2360 -0.056
C 0.8165 1.4430 -0.5145 -0.583
S 1.9885 2.6168 -0.2579 0.694
H -3.2647 -0.7543 0.4221 0.032
H -2.1745 0.0055 1.8972 0.122
H -0.1005 -0.0791 1.7797 0.178
H 1.9161 0.2672 0.4904 0.114
H 0.7505 -1.8696 -1.1672 0.119
H -0.1663 1.6587 -0.9378 0.070

***

--- 3 ---
14
Properties=species:S:1:pos:R:3:lowdin_charge:R:1 method="wB97M-V/def2-TZVPD" lumo_energy_ev=0.28 homo_lumo_gap_ev=9.67 e_homo_ev=-9.391 mol_weight_g_mol=130.17
C -0.5205 0.5481 -0.0618 -0.209
C -0.5462 -1.0602 -0.0850 -0.485
C 1.5841 0.2132 -0.4966 -0.594
C -1.8826 1.1004 0.2421 -0.003
N 0.6275 1.0927 -0.0641 0.070
N 0.6244 -1.4310 -0.6376 0.138
O -1.4999 -1.7540 0.2188 0.047
S 2.9976 -0.1348 0.5166 0.782
H 1.8089 0.3504 -1.5398 0.091
H -2.4740 0.2033 0.4302 0.074
H -2.2662 1.5397 -0.6656 0.089
H -1.8384 1.7866 1.0342 0.070
H 1.1322 -2.2311 -0.5048 0.056
H 2.2533 -0.2232 1.6135 -0.125

***

Stability check: which of them is least stable? 2.

***

--- 1 ---
14
Properties=species:S:1:pos:R:3:lowdin_charge:R:1 method="wB97M-V/def2-TZVPD" lumo_energy_ev=-0.81 smiles="C=NN[C@@H](C=O)C=S" homo_lumo_gap_ev=8.56 e_homo_ev=-9.369 mol_weight_g_mol=130.17
C 2.0840 -0.8247 0.1594 -0.041
N 1.1021 -1.5591 -0.2454 -0.053
N -0.1010 -1.0568 -0.5311 -0.070
C -0.4674 0.1525 0.1899 -0.372
C 0.1129 1.3633 -0.5776 -0.227
O -0.0328 2.5042 -0.2019 0.064
C -1.9969 0.3209 0.3971 -0.574
S -3.1671 -0.6135 -0.2443 0.719
H 1.9905 0.2909 0.2194 0.068
H 3.0144 -1.3293 0.4006 0.062
H -0.7999 -1.7258 -0.3492 0.060
H -0.0999 0.1778 1.2209 0.147
H 0.6162 1.1230 -1.5262 0.134
H -2.2552 1.1767 1.0883 0.082

***

--- 2 ---
14
Properties=species:S:1:pos:R:3:lowdin_charge:R:1 method="wB97M-V/def2-TZVPD" lumo_energy_ev=0.66 homo_lumo_gap_ev=9.56 e_homo_ev=-8.901 mol_weight_g_mol=130.17
C -0.4136 -1.0900 0.5718 -0.488
C -0.3010 1.1250 -0.1964 -0.492
C 1.2713 0.9739 -0.4593 -0.346
C -0.7935 -0.2409 -0.7519 -0.326
H -0.5537 -2.7046 -0.2675 0.078
H 0.1854 -0.1501 2.1899 0.120
H -0.7366 1.9120 -0.7859 0.140
H 1.8962 0.2649 0.2349 0.094
H 1.9636 2.0073 -0.6421 0.141
H -1.7314 -0.6126 -1.2661 0.130
N -0.2594 -2.3238 0.6735 0.131
N -0.5183 -0.1705 1.5422 0.071
O -0.7400 1.1192 1.0811 -0.044
S 0.7308 -0.1097 -1.9241 0.792

***

Stability check: which of them is least stable? 2.

***

--- 1 ---
11
Properties=species:S:1:pos:R:3:lowdin_charge:R:1 method="wB97M-V/def2-TZVPD" lumo_energy_ev=-0.68 homo_lumo_gap_ev=8.34 e_homo_ev=-9.025 mol_weight_g_mol=120.13
C -0.5284 -0.7528 -1.0495 -0.006
C 0.0612 0.4138 -0.9989 -0.227
N -0.2369 1.1232 2.9639 0.027
N 0.5813 1.0945 2.0932 -0.008
O -1.8123 1.9203 0.2757 -0.371
O 0.4493 2.8732 -0.3017 -0.382
S -0.3495 1.7643 0.1982 0.720
H -0.2230 -1.4764 -1.7017 0.030
H -1.6259 -0.8320 -0.7948 0.100
H 0.9692 0.5366 -1.4784 0.054
H 0.0251 0.8864 3.8844 0.063

***

--- 2 ---
11
Properties=species:S:1:pos:R:3:lowdin_charge:R:1 method="wB97M-V/def2-TZVPD" lumo_energy_ev=0.14 homo_lumo_gap_ev=9.00 e_homo_ev=-8.860 mol_weight_g_mol=120.13
O 1.0545 -0.9642 -0.9942 -0.050
N 0.6306 -1.5588 0.2410 0.031
C -0.3202 -0.9779 0.7830 -0.214
C -1.1349 0.1355 0.1178 -0.833
S -2.6205 -0.2204 -0.3454 0.728
N -0.3013 1.2776 -0.0211 -0.120
O 1.0223 1.3211 0.0135 -0.059
H 1.8511 -1.4701 -1.0837 0.080
H -0.8541 -1.3664 1.6173 0.098
H -0.5844 1.7867 -0.9850 0.196
H 1.2568 2.0369 0.6568 0.143

***

Stability check: which of them is least stable? 2.

***

--- 1 ---
17
Properties=species:S:1:pos:R:3:lowdin_charge:R:1 method="wB97M-V/def2-TZVPD" lumo_energy_ev="-6.41 / -6.41" total_charge=+1 homo_lumo_gap_ev="6.44 / 6.44" e_homo_ev="-12.851 / -12.852" mol_weight_g_mol=96.15
C 1.9976 -0.4426 -0.8294 0.001
C 1.1050 -0.8238 0.3561 -0.276
C 2.1814 0.7715 -0.2545 -0.085
C -2.4724 0.6377 -0.1292 -0.017
C -0.4292 -0.9678 0.1309 -0.118
C -1.1498 0.2244 -0.2761 0.048
N 1.3104 0.5837 0.8291 0.023
H 2.4487 -1.0748 -1.6392 0.126
H 2.4320 1.8399 -0.5289 0.147
H -2.6798 1.6312 -0.6584 0.140
H -3.1512 -0.1434 -0.4071 0.120
H -2.9017 0.9056 0.8912 0.168
H -0.7976 -1.2330 1.1049 0.127
H 1.5502 -1.5826 1.1248 0.189
H -0.4588 -1.8479 -0.6375 0.199
H -0.4733 0.8438 -0.8278 0.121
H 1.4884 0.6779 1.7511 0.087

***

--- 2 ---
17
Properties=species:S:1:pos:R:3:lowdin_charge:R:1 method="wB97M-V/def2-TZVPD" lumo_energy_ev=-5.37 total_charge=+1 homo_lumo_gap_ev=9.01 e_homo_ev=-14.380 mol_weight_g_mol=96.15
C 3.1234 -0.1859 -0.0583 0.175
C 1.0142 1.0670 -0.1509 0.166
C -1.8853 0.5735 -0.7225 -0.072
C -1.7997 0.6888 0.7928 -0.078
C -0.7514 0.0036 0.0035 -0.289
C -0.3473 -1.4317 0.0913 -0.034
N 2.1110 0.5520 -0.1294 0.039
H 3.7776 -0.2825 -0.8527 0.106
H 3.3658 -0.3617 0.9065 0.091
H 0.5768 2.0584 -0.1414 0.134
H -2.6509 -0.2549 -0.9842 0.159
H -1.7334 1.4949 -1.3263 0.129
H -1.7980 1.5632 1.4044 0.115
H -2.3988 0.0100 1.2750 0.088
H -0.9515 -2.0629 -0.6125 0.115
H -0.2825 -1.9786 0.9786 0.069
H 0.6299 -1.4533 -0.4739 0.086

***

--- 3 ---
17
Properties=species:S:1:pos:R:3:lowdin_charge:R:1 method="wB97M-V/def2-TZVPD" lumo_energy_ev=-4.19 total_charge=+1 homo_lumo_gap_ev=8.98 e_homo_ev=-13.170 mol_weight_g_mol=96.15
C -0.0865 -0.2519 0.5343 -0.008
C -1.0403 -0.4569 1.5626 -0.084
C 0.3941 0.7554 -0.4273 -0.111
C 0.7257 0.3294 -1.8575 -0.301
C -0.1942 -1.4864 1.1595 0.236
C -2.0179 -0.0735 2.5205 0.009
N 1.9087 -0.3843 -2.0304 0.019
H -0.3444 1.5729 -0.2322 0.148
H 1.3097 1.0886 0.0593 0.141
H -0.1652 -0.1218 -2.2153 0.115
H 0.8795 1.2395 -2.4471 0.131
H 0.1404 -2.4981 1.3659 0.145
H -1.7846 1.1159 2.8725 0.200
H -1.9850 -0.7287 3.2971 0.059
H -3.0033 -0.0661 2.0763 0.112
H 1.7201 -1.2924 -1.6483 0.071
H 2.7764 0.0357 -1.6432 0.116

***

--- 4 ---
17
Properties=species:S:1:pos:R:3:lowdin_charge:R:1 method="wB97M-V/def2-TZVPD" lumo_energy_ev="-4.31 / -5.37" total_charge=+1 homo_lumo_gap_ev="9.00 / 7.19" e_homo_ev="-13.305 / -12.557" mol_weight_g_mol=96.15
C 1.4361 1.8018 -0.8351 0.023
C 2.0071 0.5316 -0.9387 -0.049
C 0.3480 -1.1234 -0.3492 -0.102
C 0.7171 1.4056 0.3143 0.019
C -0.9340 -0.3302 -0.4957 -0.110
C -1.7355 -0.1624 0.7051 -0.112
N 1.3089 -0.0475 0.1740 -0.071
H 1.4422 2.8051 -1.3111 0.142
H 2.5684 -0.1332 -1.6681 0.160
H 0.3237 -2.0376 0.3113 0.151
H 0.6895 -1.5170 -1.3446 0.135
H 0.5241 1.7857 1.3898 0.163
H -1.2362 0.1273 -1.4870 0.145
H -1.8810 -1.1836 1.1365 0.104
H -2.7247 0.0345 0.3027 0.091
H -1.2405 0.4845 1.4651 0.082
H 1.9619 -0.3285 0.9825 0.229

***

Stability check: which of them is least stable? 4.

***

--- 1 ---
17
Properties=species:S:1:pos:R:3:lowdin_charge:R:1 method="wB97M-V/def2-TZVPD" lumo_energy_ev=-4.86 total_charge=+1 smiles="C=[N+]=CC1(C)CC1" homo_lumo_gap_ev=9.85 e_homo_ev=-14.711 mol_weight_g_mol=96.15
C -2.9634 0.0784 -0.0104 0.177
N -1.8167 -0.4024 -0.0298 0.081
C -0.7041 -0.9083 0.0566 0.088
C 0.5900 0.0211 0.0014 -0.424
C 0.2677 1.4690 0.0443 -0.035
C 1.7125 -0.5733 -0.7855 -0.051
C 1.7281 -0.6447 0.7383 -0.061
H -3.6093 0.2408 -0.9526 0.169
H -3.3435 0.2581 0.9509 0.108
H -0.6053 -2.0093 -0.0967 0.191
H 1.2060 2.1560 -0.1096 0.146
H -0.1915 1.9378 0.9874 0.122
H -0.3809 1.4875 -0.7494 0.042
H 2.4582 -0.0728 -1.3011 0.101
H 1.5147 -1.4959 -1.2817 0.101
H 1.6096 -1.5342 1.3850 0.121
H 2.5281 -0.0079 1.1528 0.124

***

--- 2 ---
17
Properties=species:S:1:pos:R:3:lowdin_charge:R:1 method="wB97M-V/def2-TZVPD" lumo_energy_ev=-3.59 total_charge=+1 smiles="[NH3+]C1(C2=CC2)CC1" homo_lumo_gap_ev=9.70 e_homo_ev=-13.294 mol_weight_g_mol=96.15
N -0.7611 -1.4515 -0.0784 0.255
C -0.4783 0.0807 0.0266 -0.383
C 0.9735 0.2840 0.0879 -0.152
C 2.0583 1.0141 -0.1882 0.096
C 2.3157 -0.4890 0.1374 -0.067
C -1.4144 0.9240 -0.7191 -0.010
C -1.4581 0.8725 0.8115 -0.016
H -0.5992 -1.8178 -1.0440 0.188
H -1.7294 -1.7674 0.1681 0.192
H -0.0086 -1.8827 0.4879 0.169
H 2.6339 1.8569 -0.4057 0.090
H 2.3900 -1.1481 -0.8071 0.114
H 2.6977 -0.7538 1.0977 0.073
H -2.1885 0.5281 -1.3098 0.114
H -1.1699 1.8321 -1.0719 0.086
H -0.9445 1.5138 1.5846 0.154
H -2.3171 0.4042 1.2226 0.098

***

--- 3 ---
17
Properties=species:S:1:pos:R:3:lowdin_charge:R:1 method="wB97M-V/def2-TZVPD" lumo_energy_ev="-4.50 / -4.50" total_charge=+1 homo_lumo_gap_ev="9.38 / 9.38" e_homo_ev="-13.874 / -13.874" mol_weight_g_mol=96.15
C -1.5277 0.3020 1.0428 -0.010
C -1.3584 -1.2252 -0.6554 -0.157
C 0.3674 0.8427 -1.0696 0.031
C -1.7359 0.1766 -0.4879 0.072
C -0.5137 -0.6597 0.4355 -0.147
C 1.9333 0.2395 0.7035 -0.012
N 0.8370 -0.2027 -0.2143 -0.183
H -1.3457 1.3080 1.3300 0.111
H -2.3786 -0.2272 1.4175 0.123
H -2.0588 -2.0168 -0.2317 0.150
H -1.0946 -1.6894 -1.6936 0.167
H 0.5540 1.0554 -2.1679 0.133
H 0.3488 1.8436 -0.5769 0.110
H 2.6810 0.7546 0.0419 0.121
H 1.6545 1.0754 1.4908 0.148
H 2.3507 -0.5060 1.3703 0.098
H 1.2869 -1.0709 -0.7349 0.245

***

--- 4 ---
17
Properties=species:S:1:pos:R:3:lowdin_charge:R:1 method="wB97M-V/def2-TZVPD" lumo_energy_ev=-5.08 total_charge=+1 homo_lumo_gap_ev=8.49 e_homo_ev=-13.569 mol_weight_g_mol=96.15
C -0.2957 -0.3175 -2.1012 0.034
C -0.3318 0.4076 -1.0829 -0.066
C 0.6152 1.8080 0.8877 -0.090
C -0.8270 1.6496 1.2675 -0.098
C -0.3328 1.1378 0.0107 -0.245
C 0.5902 -2.3608 -0.2377 0.108
N 0.2301 -1.3348 0.4643 0.120
H -0.4710 0.0729 -3.0388 0.063
H 0.8875 2.8736 0.8112 0.133
H 1.3330 1.3930 1.5784 0.104
H -1.3984 0.9192 1.9101 0.129
H -1.4041 2.6337 1.3780 0.147
H -0.2586 -1.4039 -2.2580 0.079
H 1.6096 -2.4511 -0.5889 0.124
H -0.0773 -3.1713 -0.5106 0.124
H 0.9197 -0.6566 0.8725 0.161
H -0.7886 -1.1995 0.6376 0.173

***

Stability check: which of them is least stable? 3.